ORCA calculation (wB97M-V/def2-TZVPD) on a molecular structure, C55H50IN10O6Sb2Zr at a distorted geometry.

```
125
Properties=species:S:1:pos:R:3
Zr 0.589 0.049 0.618
C 1.526 2.236 -4.857
O 1.373 1.873 -3.496
C 1.969 2.661 -2.568
C 2.764 3.746 -2.874
C 3.349 4.519 -1.868
C 3.149 4.188 -0.555
C 2.388 3.054 -0.226
C 2.200 2.724 1.157
N 1.986 1.530 1.596
N 1.530 1.608 2.932
C -0.025 1.722 2.889
O -0.511 1.328 1.669
C -0.369 3.131 3.296
C 0.139 3.658 4.483
C -0.151 4.962 4.845
C -0.936 5.760 4.023
C -1.396 5.259 2.817
C -1.101 3.953 2.449
C 1.751 2.284 -1.218
O 0.945 1.284 -0.914
H 0.912 1.542 -5.427
H 1.182 3.256 -5.042
H 2.566 2.145 -5.186
H 2.936 4.019 -3.905
H 3.952 5.377 -2.132
H 3.583 4.778 0.243
H 2.221 3.532 1.887
H 0.778 3.057 5.115
H 0.248 5.353 5.772
H -1.172 6.774 4.320
H -1.984 5.882 2.155
H -1.423 3.572 1.489
N 1.110 -3.219 2.498
C 2.159 -2.427 2.409
N 3.113 -2.637 3.315
C 4.197 -1.894 3.212
N 5.136 -2.000 4.152
N 4.437 -1.053 2.183
C 3.462 -0.919 1.324
N 2.233 -1.491 1.399
C 3.806 -0.219 0.066
C 4.981 0.508 -0.068
C 5.349 0.934 -1.332
C 4.535 0.615 -2.407
C 3.361 -0.080 -2.164
N 2.993 -0.487 -0.955
H 1.083 -3.871 3.262
H 0.408 -3.249 1.784
H 4.992 -2.633 4.919
H 5.983 -1.466 4.074
H 5.591 0.698 0.803
H 6.270 1.481 -1.478
H 4.797 0.902 -3.416
H 2.687 -0.332 -2.976
C -0.721 -0.372 -3.614
C -1.511 0.962 -3.539
C -1.791 1.640 -2.186
Sb -2.387 0.151 -0.698
C -3.987 0.965 0.519
C -3.683 1.822 1.570
C -4.667 2.241 2.454
C -5.967 1.786 2.306
C -6.270 0.896 1.285
C -5.286 0.477 0.403
C -3.748 -0.534 -2.275
C -3.619 -1.724 -2.979
C -4.444 -2.005 -4.062
C -5.415 -1.098 -4.453
C -5.549 0.098 -3.761
C -4.716 0.379 -2.690
Sb 0.102 -1.465 -1.874
C -0.955 -3.251 -1.059
C -0.009 -4.200 -0.664
C -0.390 -5.381 -0.044
C -1.731 -5.631 0.216
C -2.675 -4.694 -0.163
C -2.292 -3.516 -0.798
C 1.051 -2.959 -3.128
C 2.388 -3.304 -2.949
C 2.915 -4.426 -3.574
C 2.109 -5.212 -4.383
C 0.779 -4.865 -4.580
C 0.255 -3.748 -3.950
H 0.223 -0.221 -4.140
H -1.288 -1.102 -4.185
H -2.470 0.787 -4.021
H -0.985 1.695 -4.152
H -2.581 2.381 -2.319
H -0.911 2.156 -1.819
H -2.669 2.152 1.718
H -4.412 2.909 3.268
H -6.742 2.107 2.991
H -7.281 0.523 1.179
H -5.534 -0.240 -0.365
H -2.862 -2.450 -2.713
H -4.321 -2.936 -4.602
H -6.058 -1.317 -5.295
H -6.299 0.819 -4.060
H -4.813 1.329 -2.179
H 1.045 -4.023 -0.853
H 0.365 -6.106 0.235
H -2.033 -6.547 0.707
H -3.726 -4.862 0.035
H -3.075 -2.822 -1.068
H 3.017 -2.706 -2.300
H 3.952 -4.697 -3.418
H 2.515 -6.097 -4.855
H 0.147 -5.479 -5.209
H -0.793 -3.497 -4.084
O -1.477 -2.209 3.188
N -1.694 -1.759 2.079
O -2.795 -1.589 1.600
O -0.640 -1.447 1.325
I -2.375 1.293 5.716
C -0.391 0.737 5.358
C 0.473 0.449 6.325
C 1.871 0.185 5.993
C 2.304 0.249 4.734
N 1.423 0.350 3.636
C -0.027 0.553 3.924
H 0.182 0.483 7.366
H 2.564 -0.003 6.801
H 3.350 0.230 4.472
H -0.608 -0.288 3.563
```

Output
Relative energy (zero: lowest compared OMol25 entry of this formula, charge and spin) = 62.4 kcal/mol
Energy = -107480.48181 eV
Total charge = +1
Kohn-Sham gap = 7.13 eV
Highest occupied orbital energy = -0.3716 hartree
LUMO = -2.983 eV